Entry 1:
Molecular formula: C3H7N2S2
Method: DFT, ωB97M-V/def2-TZVPD

The max |F| comes out at 3.005 eV Å⁻¹. The value obtained for the frontier orbital gap (alpha / beta) is 7.11 / 6.56 eV. The total energy comes out at -27866.2344 eV. For the relative energy (zero: lowest compared OMol25 entry of this formula, charge and spin), the calculation gives 61.3 kcal/mol. The net charge is +1.

The geometry in XYZ format:
```
14
Properties=species:S:1:pos:R:3:lowdin_charge:R:1
C -0.120 -0.674 -0.152 -0.352
C 0.499 1.664 0.215 -0.421
C -1.324 -1.609 -0.172 0.014
N 1.063 -1.239 -0.288 -0.434
N -0.324 0.655 0.097 0.071
S 2.535 -0.609 -0.542 0.721
S -0.127 3.252 0.715 0.910
H 1.573 1.753 -0.066 0.044
H -1.568 -1.912 -1.208 0.105
H -2.244 -1.267 0.403 0.115
H -0.957 -2.455 0.452 0.100
H 1.187 -2.227 -0.135 0.096
H -1.224 0.889 0.361 0.125
H 1.031 3.778 0.319 -0.094
```

Entry 2:
Molecular formula: C13H12FeN6O2S
Method: DFT, ωB97M-V/def2-TZVPD

Its expectation value of S² is 8.77. The spin multiplicity is 6. The max |F| comes out at 2.708 eV Å⁻¹. The value obtained for the frontier orbital gap (alpha / beta) is 8.06 / 4.96 eV. The total energy comes out at -71902.3333 eV. The net charge is +3.

The geometry in XYZ format:
```
35
Properties=species:S:1:pos:R:3:lowdin_charge:R:1
Fe -0.797 1.573 1.227 0.980
N -2.764 2.362 0.993 0.002
N -3.755 1.410 1.343 -0.007
C -3.474 0.336 2.105 -0.692
N -4.387 -0.506 2.485 0.220
S -1.820 0.066 2.571 0.860
H -2.916 3.211 1.548 0.158
H -2.920 2.635 0.019 0.146
H -4.722 1.641 1.135 0.195
H -5.368 -0.423 2.233 0.172
H -4.140 -1.296 3.073 0.156
O 3.868 -2.732 -3.031 0.154
N 2.707 -2.412 -3.062 -0.312
O 1.869 -2.751 -3.872 0.119
C 2.254 -1.487 -1.957 -0.011
C 3.192 -1.172 -1.047 0.111
C 2.892 -0.312 0.055 -0.082
C 3.839 0.036 1.045 0.101
C 3.480 0.894 2.059 0.031
C 2.182 1.394 2.088 -0.047
N 1.265 1.044 1.177 -0.005
C 1.610 0.204 0.169 -0.150
C 0.612 -0.146 -0.780 -0.136
N -0.626 0.364 -0.578 0.017
C -1.618 0.084 -1.418 -0.080
C -1.428 -0.738 -2.518 0.031
C -0.177 -1.272 -2.743 0.103
C 0.899 -0.988 -1.865 -0.010
H 4.192 -1.573 -1.149 0.155
H 4.840 -0.378 0.994 0.157
H 4.182 1.183 2.828 0.144
H 1.882 2.089 2.864 0.136
H -2.588 0.525 -1.218 0.114
H -2.254 -0.950 -3.183 0.142
H -0.012 -1.912 -3.591 0.128
```

Entry 3:
Molecular formula: C25H42As2Cl3CuIO3Si3
Method: DFT, ωB97M-V/def2-TZVPD

Its expectation value of S² is 0.76. The spin multiplicity is 2. The max |F| comes out at 0.939 eV Å⁻¹. The value obtained for the frontier orbital gap (alpha / beta) is 8.27 / 7.29 eV. The total energy comes out at -268372.1344 eV. For the relative energy (zero: lowest compared OMol25 entry of this formula, charge and spin), the calculation gives 0.0 kcal/mol.

The geometry in XYZ format:
```
80
Properties=species:S:1:pos:R:3:lowdin_charge:R:1
Cu -0.470 -0.238 -0.114 0.267
Cl 3.348 5.420 1.725 0.658
C 2.274 4.054 1.647 -0.685
C 2.762 2.785 1.894 -0.158
C 1.894 1.710 1.824 -0.585
Cl 2.527 0.120 2.153 0.727
C 0.527 1.837 1.514 -0.489
O -0.302 0.811 1.472 -0.317
C 0.094 3.153 1.281 -0.572
Cl -1.575 3.407 0.888 0.730
C 0.939 4.247 1.344 -0.135
H 3.802 2.628 2.143 0.106
H 0.553 5.239 1.156 0.106
C -4.257 -2.356 -0.765 -0.202
Si -3.059 -3.367 0.257 0.310
C -1.890 -4.365 -0.805 -0.212
C -4.015 -4.549 1.345 -0.206
As -1.740 -1.783 1.392 0.942
Si -3.139 -0.496 2.797 0.314
C -4.044 0.622 1.608 -0.214
C -4.354 -1.630 3.660 -0.222
C -2.231 0.452 4.113 -0.199
Si -0.254 -3.029 2.713 0.288
C 0.207 -2.067 4.241 -0.216
C -1.004 -4.659 3.232 -0.219
C 1.225 -3.340 1.608 -0.220
H -4.535 -2.865 -1.692 0.036
H -3.816 -1.394 -1.034 0.014
H -5.172 -2.155 -0.201 0.030
H -2.428 -4.855 -1.621 0.036
H -1.397 -5.142 -0.214 0.022
H -1.123 -3.719 -1.237 0.009
H -4.848 -4.974 0.777 0.038
H -4.427 -4.062 2.229 0.006
H -3.382 -5.372 1.684 0.018
H -4.890 0.103 1.151 0.024
H -3.369 0.946 0.812 0.000
H -4.418 1.520 2.107 0.036
H -5.072 -2.058 2.958 0.017
H -4.917 -1.073 4.416 0.036
H -3.839 -2.451 4.166 0.024
H -1.340 0.938 3.715 0.017
H -1.934 -0.198 4.939 0.023
H -2.899 1.225 4.505 0.041
H -0.522 -2.234 5.037 0.032
H 0.248 -0.997 4.034 0.004
H 1.189 -2.381 4.606 0.037
H -1.990 -4.522 3.684 0.024
H -0.361 -5.147 3.970 0.037
H -1.116 -5.337 2.382 0.018
H 1.451 -2.442 1.027 -0.017
H 1.017 -4.150 0.903 0.028
H 2.116 -3.605 2.183 0.036
I -4.850 -1.259 -7.571 0.864
C -3.749 -0.958 -5.823 -0.734
C -3.618 0.327 -5.313 -0.140
C -2.893 0.519 -4.146 -0.003
C -2.308 -0.562 -3.501 -0.144
C -2.444 -1.843 -4.024 -0.014
C -3.165 -2.048 -5.191 -0.142
C -1.557 -0.347 -2.232 -0.655
O -1.451 0.795 -1.731 -0.034
O -1.025 -1.355 -1.653 -0.172
H -4.078 1.165 -5.818 0.093
H -2.778 1.508 -3.721 0.123
H -1.985 -2.676 -3.507 0.114
H -3.271 -3.043 -5.603 0.093
C 3.407 -0.812 -1.281 -0.298
As 1.720 0.149 -1.447 1.132
C 1.384 -0.302 -3.315 -0.276
C 2.338 1.972 -1.710 -0.266
H 4.054 -0.563 -2.122 0.028
H 3.191 -1.880 -1.297 0.026
H 3.908 -0.571 -0.347 -0.002
H 2.303 -0.172 -3.885 0.032
H 0.613 0.346 -3.729 0.033
H 1.050 -1.336 -3.392 0.032
H 3.051 2.014 -2.534 0.033
H 2.797 2.363 -0.803 0.013
H 1.469 2.584 -1.950 0.037
```

Entry 4:
Molecular formula: C2H10NO2
Method: DFT, ωB97M-V/def2-TZVPD

Its expectation value of S² is 0.75. The spin multiplicity is 2. The max |F| comes out at 5.152 eV Å⁻¹. The value obtained for the frontier orbital gap (alpha / beta) is 10.44 / 3.11 eV. The total energy comes out at -7796.8920 eV. For the relative energy (zero: lowest compared OMol25 entry of this formula, charge and spin), the calculation gives 73.7 kcal/mol. The net charge is +2.

The geometry in XYZ format:
```
15
Properties=species:S:1:pos:R:3:lowdin_charge:R:1
C -1.625 -0.051 0.813 0.037
C -0.079 1.775 0.611 0.228
N -0.513 0.669 0.153 0.046
H -1.237 -0.846 1.363 0.090
H -2.266 -0.726 0.091 0.160
H -2.386 0.696 1.359 0.196
H -0.386 2.394 1.401 0.124
H 0.888 2.341 0.235 0.187
H -0.040 0.272 -0.640 0.127
H 2.532 -0.218 -1.559 0.080
H 2.179 1.239 -1.562 0.010
O 2.145 0.500 -1.046 0.001
H -0.859 -2.869 -0.701 0.172
H 0.454 -2.752 0.173 0.129
O -0.277 -2.319 -0.176 0.415
```

Entry 5:
Molecular formula: C4H3FO
Method: DFT, ωB97M-V/def2-TZVPD

The max |F| comes out at 2.341 eV Å⁻¹. The value obtained for the frontier orbital gap (alpha / beta) is 8.78 / 8.78 eV. The total energy comes out at -8956.8598 eV. For the relative energy (zero: lowest compared OMol25 entry of this formula, charge and spin), the calculation gives 79.9 kcal/mol.

The geometry in XYZ format:
```
9
Properties=species:S:1:pos:R:3:lowdin_charge:R:1
C -1.400 -0.437 0.142 0.121
C -0.166 -0.674 0.547 -0.521
C 0.080 0.913 -1.031 -0.138
C 0.917 0.172 -0.041 -0.081
O 0.041 1.722 -1.859 0.202
F 0.240 -1.521 1.464 0.066
H -2.408 -0.824 0.500 0.056
H 0.850 0.979 0.697 0.143
H 1.846 -0.330 -0.420 0.153
```

Entry 6:
Molecular formula: C33H18BBr2F4KN8
Method: DFT, ωB97M-V/def2-TZVPD

The max |F| comes out at 1.702 eV Å⁻¹. The value obtained for the frontier orbital gap is 4.97 eV. The total energy comes out at -214401.8387 eV. For the relative energy (zero: lowest compared OMol25 entry of this formula, charge and spin), the calculation gives 14.5 kcal/mol. The net charge is -2.

The geometry in XYZ format:
```
67
Properties=species:S:1:pos:R:3:lowdin_charge:R:1
K 0.420 0.424 0.168 0.724
C -0.868 0.112 6.356 -0.109
C 0.119 -0.868 6.358 -0.111
C 0.520 -1.481 5.183 -0.028
C -0.089 -1.097 4.003 -0.092
C 0.101 -1.462 2.596 -0.306
N -0.761 -0.779 1.832 0.062
C -1.460 0.073 2.594 -0.307
N -2.327 0.995 2.212 0.201
C -2.530 1.330 0.949 -0.302
C -3.461 2.396 0.567 -0.096
C -4.270 3.263 1.279 -0.033
C -5.022 4.188 0.574 -0.119
C -4.970 4.249 -0.815 -0.119
C -4.148 3.397 -1.535 -0.037
C -3.392 2.472 -0.839 -0.101
C -2.403 1.469 -1.236 -0.322
N -2.085 1.251 -2.500 0.187
C -1.161 0.380 -2.874 -0.330
N -0.322 -0.334 -2.106 0.093
C 0.398 -1.166 -2.876 -0.321
N 1.282 -2.077 -2.502 0.187
C 1.509 -2.385 -1.237 -0.328
N 0.875 -1.927 -0.147 0.069
C 1.379 -2.506 0.949 -0.303
N 1.041 -2.310 2.214 0.200
C 2.471 -3.407 0.569 -0.096
C 3.367 -4.181 1.283 -0.033
C 4.318 -4.903 0.580 -0.118
C 4.373 -4.856 -0.810 -0.119
C 3.488 -4.072 -1.533 -0.037
C 2.540 -3.345 -0.839 -0.102
C 0.066 -0.941 -4.284 -0.101
C 0.526 -1.478 -5.473 -0.037
C -0.010 -0.998 -6.656 -0.122
C -0.994 -0.011 -6.654 -0.122
C -1.472 0.521 -5.468 -0.037
C -0.934 0.055 -4.282 -0.103
N -1.933 0.845 -0.146 0.069
C -1.091 -0.108 4.002 -0.093
C -1.483 0.503 5.177 -0.026
H -1.148 0.582 7.290 0.086
H 0.588 -1.143 7.295 0.086
H 1.295 -2.233 5.181 0.103
H -4.302 3.222 2.357 0.103
H -5.657 4.882 1.112 0.085
H -5.571 4.986 -1.333 0.085
H -4.091 3.450 -2.612 0.101
H 3.331 -4.208 2.362 0.103
H 5.036 -5.509 1.118 0.085
H 5.132 -5.432 -1.326 0.085
H 3.536 -4.021 -2.611 0.101
H 1.288 -2.244 -5.470 0.101
H 0.338 -1.394 -7.604 0.084
H -1.392 0.341 -7.598 0.084
H -2.237 1.284 -5.459 0.101
H -2.242 1.271 5.173 0.103
Br 3.280 0.934 -1.571 0.646
C 2.702 2.679 -1.006 -1.039
Br 1.026 3.158 -1.806 0.650
H 3.453 3.403 -1.318 0.003
H 2.598 2.685 0.071 -0.034
F 1.508 2.748 3.732 0.147
B 2.285 2.412 2.658 -1.315
F 3.352 1.620 3.018 0.131
F 2.776 3.571 2.037 0.088
F 1.508 1.725 1.681 -0.051
```

Entry 7:
Molecular formula: C17H23MnN6O2
Method: DFT, ωB97M-V/def2-TZVPD

Its expectation value of S² is 8.75. The spin multiplicity is 6. The max |F| comes out at 0.848 eV Å⁻¹. The value obtained for the frontier orbital gap (alpha / beta) is 8.14 / 8.12 eV. The total energy comes out at -62357.0035 eV. The net charge is +1.

The geometry in XYZ format:
```
49
Properties=species:S:1:pos:R:3:lowdin_charge:R:1
Mn 0.904 0.183 -0.236 0.930
N 2.146 -1.711 0.319 -0.021
C 3.447 -1.856 -0.350 -0.259
C 3.337 -2.086 -1.861 -0.175
C 2.421 -1.115 -2.626 -0.246
N 2.436 0.244 -2.057 -0.036
H 2.299 -1.684 1.328 0.101
H 1.558 -2.533 0.147 0.094
H 4.014 -2.702 0.065 0.121
H 4.016 -0.942 -0.150 0.107
H 2.968 -3.097 -2.039 0.116
H 4.352 -2.031 -2.260 0.115
H 1.381 -1.463 -2.603 0.107
H 2.739 -1.100 -3.678 0.120
H 1.892 0.850 -2.674 0.095
H 3.388 0.602 -2.061 0.097
N 2.084 2.240 0.372 0.062
C 0.880 2.969 0.573 -0.259
C 0.685 4.237 0.087 -0.009
C -0.522 4.910 0.323 -0.051
C -1.509 4.328 1.071 -0.015
C -1.343 3.029 1.600 -0.139
C -2.286 2.378 2.424 0.025
C -2.036 1.103 2.865 -0.016
C -0.861 0.450 2.458 -0.098
N 0.050 1.026 1.699 0.039
C -0.153 2.319 1.306 -0.181
H 2.757 2.794 -0.153 0.108
H 2.492 1.953 1.263 0.113
H 1.470 4.728 -0.466 0.118
H -0.646 5.900 -0.086 0.115
H -2.422 4.863 1.275 0.119
H -3.192 2.903 2.690 0.127
H -2.739 0.590 3.507 0.116
H -0.667 -0.574 2.755 0.115
C -3.406 -3.736 0.716 -0.013
N -2.725 -2.676 0.010 -0.052
C -3.265 -2.108 -1.083 -0.043
C -2.637 -1.126 -1.776 0.017
C -1.380 -0.677 -1.271 -0.513
O -0.706 0.282 -1.753 -0.090
N -0.839 -1.299 -0.203 0.098
C -1.444 -2.307 0.457 -0.537
O -0.937 -2.876 1.405 0.036
H -4.470 -3.701 0.495 0.094
H -3.240 -3.615 1.785 0.095
H -2.997 -4.707 0.430 0.104
H -4.239 -2.469 -1.378 0.136
H -3.057 -0.689 -2.663 0.112
```